Record 1
Computed, not measured: C41H40AsCl5ILaN2O3 as an isolated structure in a non-equilibrium geometry, with the ωB97M-V functional and the def2-TZVPD basis.

Summary:
orbital gap	6.121	eV
energy above the lowest of the compared OMol25 structures with the same formula, charge and spin	0.568	eV

Last column: Löwdin charge in e.
Cartesian coordinates (Å):
La -2.453 -18.041 10.308  2.001
Cl -3.310 -19.292 13.869  0.666
C -4.700 -19.024 12.901  -0.755
C -4.534 -18.502 11.642  -0.392
C -5.595 -18.215 10.859  -0.737
Cl -5.378 -17.302 9.391  0.647
C -6.926 -18.550 11.316  -0.723
Cl -8.158 -18.473 10.164  0.708
C -7.050 -19.043 12.610  -0.715
Cl -8.618 -19.259 13.261  0.696
C -5.963 -19.346 13.407  -0.688
Cl -6.138 -20.108 14.984  0.647
I 3.653 -12.792 14.583  0.832
C 2.418 -14.268 13.687  -0.686
C 2.719 -14.989 12.550  -0.140
C 1.756 -15.798 11.923  -0.017
C 0.424 -15.629 12.255  -0.135
C 0.090 -14.827 13.325  -0.031
C 1.040 -14.105 14.032  -0.149
C -0.624 -16.431 11.454  -0.535
O -1.887 -16.192 11.599  -0.201
O -0.265 -17.541 10.895  -0.197
H 3.688 -14.810 12.030  0.114
H 2.188 -16.378 11.114  0.122
H -0.959 -14.845 13.637  0.129
H 0.812 -13.384 14.831  0.084
C 0.036 -17.080 6.445  -0.027
N -0.749 -15.936 6.723  -0.135
C -0.550 -14.668 6.024  -0.037
C -1.728 -15.941 7.606  -0.357
C -2.501 -14.618 7.907  0.036
O -1.928 -17.000 8.365  -0.298
H 1.088 -16.804 6.173  0.113
H -0.235 -17.605 5.548  0.094
H 0.088 -17.726 7.351  0.096
H 0.210 -14.803 5.193  0.116
H -0.195 -13.817 6.612  0.095
H -1.526 -14.399 5.516  0.110
H -3.009 -14.451 6.921  0.099
H -1.776 -13.833 8.123  0.089
H -3.320 -14.843 8.617  0.086
C -4.810 -27.110 10.316  -0.052
C -4.059 -25.909 10.865  -0.273
C -4.689 -24.637 10.858  -0.046
C -4.073 -23.488 11.282  -0.307
C -5.018 -22.283 11.384  -0.041
C -2.670 -23.521 11.583  -0.245
As -1.650 -21.644 11.716  1.294
N -1.729 -20.636 10.133  -0.381
C -2.097 -21.092 8.890  -0.481
C -2.954 -22.123 8.528  -0.070
C -3.952 -21.785 7.582  -0.108
C -3.767 -20.772 6.663  -0.151
C -2.539 -20.037 6.675  -0.130
C -1.723 -20.121 7.792  -0.114
C 0.364 -21.955 11.871  -0.272
C 1.189 -22.501 10.782  -0.262
C 0.568 -22.800 9.476  -0.072
C 2.583 -22.556 11.037  -0.030
C 3.185 -22.284 12.260  -0.247
C 4.679 -22.324 12.456  -0.055
C 2.337 -21.649 13.229  -0.006
C 0.941 -21.580 13.087  -0.321
C 0.101 -21.233 14.275  -0.112
C -2.159 -24.789 11.798  -0.266
C -0.882 -24.949 12.668  -0.039
C -2.857 -25.972 11.512  -0.033
H -5.437 -27.647 11.035  0.074
H -4.028 -27.858 10.011  0.088
H -5.381 -26.617 9.484  0.089
H -5.745 -24.665 10.649  0.108
H -5.181 -21.976 12.440  0.084
H -5.987 -22.482 10.897  0.087
H -4.497 -21.492 10.882  0.033
H -2.961 -22.995 9.243  0.098
H -4.945 -22.359 7.543  0.127
H -4.551 -20.501 5.925  0.095
H -2.244 -19.329 5.858  0.098
H -0.874 -19.396 7.955  0.076
H -0.290 -23.537 9.484  0.096
H 1.231 -23.149 8.713  0.065
H 0.029 -21.891 9.079  0.065
H 3.125 -23.042 10.193  0.120
H 4.892 -21.426 13.067  0.085
H 5.245 -22.257 11.545  0.069
H 5.113 -23.146 12.941  0.054
H 2.801 -21.294 14.111  0.094
H -0.352 -20.251 14.202  0.043
H -0.795 -21.919 14.390  0.073
H 0.632 -21.186 15.223  0.074
H -0.942 -24.358 13.615  0.088
H 0.033 -24.616 12.184  0.060
H -0.704 -25.962 12.878  0.044
H -2.412 -26.909 11.784  0.109

Atoms 1-6, force components in eV/Å:
La -0.761 -3.924 -0.486
Cl 0.495 0.012 0.432
C -1.111 -0.519 0.205
C 0.822 0.693 0.042
C -2.473 -0.974 2.109
Cl 0.126 0.030 -0.654

Record 2
Computed, not measured: a 2-piece molecular cluster, C27H41O3Si2 overall in a non-equilibrium geometry, with the ωB97M-V functional and the def2-TZVPD basis.

Summary:
charge	+1
orbital gap	4.622	eV

Last column: Löwdin charge in e.
Cartesian coordinates (Å):
C -3.579 -0.668 3.646  -0.159
Si -1.775 -1.146 3.774  0.440
C -1.649 -2.625 4.908  -0.148
C -1.167 -1.648 2.080  -0.150
O -0.843 0.106 4.415  -0.129
C -0.731 1.288 3.685  -0.271
C 0.262 1.430 2.765  -0.291
O 1.206 0.421 2.593  -0.137
Si 2.538 0.409 3.627  0.434
C 2.516 -1.162 4.634  -0.146
C 4.108 0.450 2.616  -0.157
C 2.557 1.867 4.800  -0.138
C 0.395 2.649 1.897  -0.129
C -0.403 3.862 2.403  -0.182
C -1.804 3.445 2.866  -0.182
C -1.723 2.379 3.970  -0.118
H -4.163 -1.520 3.305  0.036
H -3.949 -0.358 4.619  0.038
H -3.704 0.145 2.937  0.023
H -2.252 -3.449 4.533  0.037
H -0.613 -2.946 4.973  0.027
H -2.001 -2.352 5.899  0.036
H -1.763 -2.471 1.692  0.035
H -1.240 -0.806 1.398  0.023
H -0.130 -1.961 2.147  0.029
H 3.379 -1.213 5.292  0.038
H 1.609 -1.186 5.230  0.024
H 2.527 -2.018 3.965  0.032
H 4.977 0.436 3.270  0.037
H 4.144 -0.414 1.959  0.027
H 4.134 1.355 2.015  0.024
H 3.443 1.822 5.429  0.041
H 2.572 2.798 4.241  0.030
H 1.674 1.844 5.432  0.037
H 1.460 2.895 1.801  0.115
H 0.066 2.383 0.887  0.102
H 0.133 4.327 3.239  0.118
H -0.463 4.636 1.626  0.108
H -2.376 4.317 3.211  0.114
H -2.365 3.044 2.013  0.109
H -2.706 1.928 4.149  0.104
H -1.446 2.849 4.920  0.128
C 2.955 -2.892 -3.808  -0.067
O 3.291 -1.627 -3.286  -0.029
C 2.211 -0.787 -3.089  -0.183
C 2.430 0.493 -2.542  0.037
C 1.402 1.360 -2.320  0.017
C 0.064 1.016 -2.639  -0.180
C -0.948 1.961 -2.385  0.124
C -2.353 1.911 -2.590  -0.182
C -3.118 3.062 -2.309  0.014
C -4.480 3.081 -2.509  -0.006
C -5.151 1.964 -2.998  -0.234
C -6.622 1.971 -3.208  -0.022
C -4.413 0.822 -3.264  -0.006
C -3.061 0.787 -3.054  0.013
C -0.136 -0.261 -3.214  0.025
C 0.890 -1.128 -3.414  0.014
H 3.869 -3.478 -3.914  0.108
H 2.279 -3.408 -3.124  0.104
H 2.490 -2.781 -4.789  0.102
H 3.439 0.774 -2.307  0.131
H 1.598 2.335 -1.904  0.128
H -0.597 2.892 -1.977  0.125
H -2.620 3.939 -1.930  0.123
H -5.042 3.968 -2.280  0.126
H -6.964 1.020 -3.621  0.087
H -7.145 2.130 -2.265  0.101
H -6.908 2.759 -3.905  0.100
H -4.912 -0.057 -3.634  0.125
H -2.583 -0.152 -3.209  0.088
H -1.094 -0.579 -3.559  0.093
H 0.674 -2.087 -3.845  0.112

Atoms 1-6, force components in eV/Å:
C 0.472 0.157 0.047
Si -0.148 -0.556 -0.003
C 0.210 0.665 -0.082
C 0.015 0.240 0.306
O -0.208 0.473 -0.305
C 0.979 -0.298 -1.231

Record 3
Computed, not measured: one molecule with the formula C4H6FN3 in a non-equilibrium geometry, with the ωB97M-V functional and the def2-TZVPD basis.

Summary:
SMILES string	[H]/N=C1/C(F)=CCN1N
orbital gap	9.639	eV
energy above the lowest of the compared OMol25 structures with the same formula, charge and spin	1.216	eV

Last column: Löwdin charge in e.
Cartesian coordinates (Å):
C -0.176 -1.248 -0.030  -0.148
C 1.324 -1.162 0.027  0.019
C 1.668 0.111 -0.037  -0.237
C 0.498 1.009 -0.084  -0.363
H -2.512 0.256 -0.673  0.106
H -2.183 0.300 0.956  0.083
H -0.564 -1.880 -0.861  0.129
H -0.571 -1.645 0.913  0.119
H 1.994 -2.025 0.012  0.124
H -0.462 2.643 -0.021  0.050
N -1.854 0.597 0.051  0.064
N -0.580 0.139 -0.234  -0.182
N 0.515 2.282 -0.005  0.142
F 2.902 0.623 -0.014  0.094

Atoms 1-6, force components in eV/Å:
C -0.242 -0.250 -0.340
C 0.159 -0.534 -0.489
C 0.551 0.483 0.180
C -0.263 0.894 -0.030
H 0.579 0.389 0.709
H 0.015 -0.157 0.351

Record 4
Computed, not measured: C29H28Cl2N3OTc as an isolated structure, with the ωB97M-V functional and the def2-TZVPD basis.

Summary:
charge	+3
multiplicity	4
⟨S²⟩	3.7867
orbital gap (alpha / beta)	6.542 / 5.095	eV

Last column: Löwdin charge in e.
Cartesian coordinates (Å):
Tc 0.142 -0.233 0.014  1.615
C -2.361 0.661 3.253  -0.013
C -3.035 -0.209 2.208  -0.198
C -4.409 -0.157 2.073  -0.006
C -5.065 -0.940 1.133  0.001
C -4.351 -1.787 0.296  -0.007
C -2.977 -1.876 0.380  -0.204
C -2.214 -2.812 -0.535  -0.030
C -2.345 -1.091 1.354  -0.194
N -0.907 -1.166 1.475  -0.039
C -0.273 -1.646 2.489  -0.207
C -0.878 -2.379 3.618  0.045
C 1.194 -1.349 2.429  -0.188
C 2.119 -1.708 3.531  0.047
N 1.524 -0.681 1.379  -0.027
C 2.817 -0.126 1.078  -0.207
C 3.893 -0.939 0.719  -0.195
C 3.808 -2.449 0.654  -0.007
C 5.087 -0.285 0.440  0.001
C 5.185 1.099 0.510  -0.006
C 4.078 1.874 0.840  -0.008
C 2.868 1.268 1.116  -0.221
C 1.644 2.080 1.496  -0.010
H -2.817 1.649 3.264  0.099
H -1.289 0.799 3.091  0.060
H -2.494 0.249 4.256  0.102
H -4.972 0.505 2.719  0.138
H -6.145 -0.891 1.052  0.133
H -4.873 -2.395 -0.432  0.134
H -2.862 -3.618 -0.869  0.101
H -1.345 -3.263 -0.052  0.073
H -1.872 -2.297 -1.437  0.075
H -1.938 -2.558 3.460  0.111
H -0.745 -1.827 4.555  0.122
H -0.356 -3.334 3.742  0.123
H 1.723 -1.330 4.479  0.120
H 3.117 -1.308 3.373  0.104
H 2.177 -2.797 3.626  0.126
H 2.789 -2.820 0.521  0.071
H 4.213 -2.901 1.563  0.102
H 4.415 -2.827 -0.169  0.098
H 5.957 -0.876 0.174  0.137
H 6.133 1.581 0.302  0.132
H 4.164 2.954 0.890  0.136
H 1.673 3.076 1.055  0.100
H 1.564 2.211 2.578  0.113
H 0.687 1.615 1.180  0.031
Cl 1.081 -4.320 -2.592  0.895
C 1.486 -2.754 -3.055  -0.561
C 2.122 -2.494 -4.250  -0.058
C 2.448 -1.188 -4.623  -0.545
Cl 3.215 -0.932 -6.085  0.945
C 2.125 -0.053 -3.777  -0.128
C 2.382 1.295 -4.085  0.065
C 1.994 2.274 -3.197  0.035
C 1.360 1.913 -2.011  -0.045
N 1.113 0.637 -1.699  -0.021
C 1.494 -0.326 -2.580  -0.142
C 1.156 -1.673 -2.186  -0.295
O 0.551 -1.853 -1.066  -0.163
H 2.367 -3.317 -4.913  0.140
H 2.871 1.558 -5.016  0.129
H 2.169 3.320 -3.409  0.142
H 1.043 2.668 -1.302  0.126

Atoms 1-6, force components in eV/Å:
Tc 0.209 0.462 0.313
C -0.082 -0.163 -0.147
C 0.430 0.165 0.209
C -0.303 0.029 -0.038
C -0.061 0.015 0.004
C -0.341 0.015 -0.073

Record 5
Computed, not measured: a 7-piece molecular cluster, C7H28O7 overall in a non-equilibrium geometry, with the ωB97M-V functional and the def2-TZVPD basis.

Summary:
SMILES string	CO.CO.CO.CO.CO.CO.CO
orbital gap	10.294	eV
energy above the lowest of the compared OMol25 structures with the same formula, charge and spin	3.978	eV

Last column: Löwdin charge in e.
Cartesian coordinates (Å):
C 2.590 -1.045 -2.982  -0.144
O 2.315 -2.455 -2.799  -0.159
H 2.796 -0.806 -4.031  0.081
H 1.752 -0.411 -2.695  0.069
H 3.490 -0.729 -2.497  0.071
H 1.789 -2.696 -3.655  0.140
C -1.126 -3.256 -1.140  -0.103
O -0.254 -2.157 -1.505  -0.146
H -0.892 -4.129 -1.726  0.070
H -1.010 -3.508 -0.082  0.052
H -2.208 -3.135 -1.364  0.094
H 0.651 -2.485 -1.543  0.048
C 1.222 3.941 -0.293  -0.161
O 1.739 4.960 -1.127  -0.116
H 1.131 4.294 0.756  0.088
H 0.253 3.497 -0.584  0.052
H 2.033 3.204 -0.276  0.071
H 1.038 5.248 -1.707  0.065
C -0.686 -3.328 2.724  -0.163
O 0.276 -3.550 3.747  -0.134
H -0.474 -2.359 2.229  0.072
H -0.558 -4.071 1.949  0.060
H -1.671 -3.358 3.144  0.074
H 0.157 -2.870 4.456  0.099
C -2.506 1.721 2.725  -0.128
O -1.342 0.915 3.047  -0.124
H -2.893 2.014 3.694  0.072
H -2.232 2.570 2.168  0.049
H -3.357 1.197 2.296  0.081
H -1.233 0.275 2.359  0.022
C -1.460 2.003 -1.754  -0.186
O -1.461 2.413 -0.426  -0.145
H -1.564 0.933 -1.864  0.074
H -2.296 2.490 -2.181  0.068
H -0.634 2.277 -2.418  0.080
H -0.797 1.822 0.000  0.055
C 1.508 0.244 0.737  -0.153
O 0.186 0.114 0.323  -0.143
H 2.133 0.373 -0.128  0.062
H 1.568 1.065 1.481  0.098
H 1.902 -0.637 1.287  0.088
H 0.123 -0.586 -0.345  0.050

Atoms 1-6, force components in eV/Å:
C -0.285 -0.065 -1.010
O -1.279 0.293 -2.482
H -0.173 -0.264 -0.064
H -0.116 -0.087 0.306
H 0.389 -0.244 0.846
H 1.404 0.370 2.504

Record 6
Computed, not measured: C28H65ClN7O15P2Zn as an isolated structure in a non-equilibrium geometry, with the ωB97M-V functional and the def2-TZVPD basis.

Summary:
charge	+1
orbital gap	7.383	eV

Last column: Löwdin charge in e.
Cartesian coordinates (Å):
Zn -1.271 0.591 -1.302  0.761
Cl 0.826 -2.225 -0.336  0.650
O 1.808 -2.446 -1.350  -0.317
O -0.057 -3.345 -0.178  -0.324
O 1.462 -1.887 0.883  -0.327
O 0.044 -1.063 -0.748  -0.405
N 4.481 -0.695 2.522  -0.004
C 3.459 -0.636 3.440  -0.137
C 3.982 -0.081 4.582  -0.114
C 5.356 0.103 4.362  -0.120
C 5.646 -0.230 3.050  -0.127
H 4.445 -1.034 1.580  0.120
H 2.474 -0.974 3.170  0.088
H 3.530 0.131 5.537  0.091
H 6.057 0.294 5.160  0.093
H 6.591 -0.204 2.539  0.106
O -1.757 0.913 0.655  -0.265
P -2.100 0.898 2.101  0.602
N -2.108 -0.611 2.834  -0.283
C -2.297 -1.835 2.082  -0.091
C -2.117 -0.740 4.300  -0.082
N -3.616 1.516 2.409  -0.309
C -3.929 2.894 2.113  -0.117
C -4.745 0.711 2.864  -0.081
N -1.057 1.776 3.089  -0.288
C 0.350 1.707 2.699  -0.091
C -1.375 2.364 4.398  -0.084
H -3.243 -1.848 1.519  0.067
H -2.342 -2.717 2.718  0.080
H -1.517 -1.994 1.333  0.058
H -2.567 -1.649 4.688  0.093
H -2.679 0.129 4.644  0.060
H -1.095 -0.678 4.681  0.087
H -3.038 3.477 1.875  0.081
H -4.623 2.880 1.263  0.088
H -4.427 3.468 2.900  0.088
H -4.387 -0.140 3.428  0.063
H -5.402 1.343 3.464  0.091
H -5.372 0.376 2.029  0.085
H 0.793 0.770 3.043  0.076
H 0.429 1.842 1.622  0.050
H 0.875 2.497 3.239  0.081
H -1.083 1.750 5.249  0.081
H -2.445 2.566 4.401  0.073
H -0.835 3.312 4.405  0.087
O 0.288 1.927 -0.932  -0.292
P 1.625 2.503 -1.217  0.640
N 1.738 3.332 -2.700  -0.294
C 2.989 3.739 -3.355  -0.081
C 0.528 3.926 -3.221  -0.112
N 2.951 1.500 -1.112  -0.278
C 3.719 1.304 0.117  -0.077
C 3.404 0.753 -2.285  -0.089
N 2.058 3.718 -0.098  -0.299
C 1.089 4.322 0.790  -0.126
C 3.276 4.523 -0.212  -0.092
H 3.183 4.809 -3.303  0.089
H 2.913 3.287 -4.344  0.065
H 3.782 3.245 -2.795  0.066
H 0.623 5.011 -3.318  0.089
H -0.357 3.749 -2.608  0.072
H 0.245 3.481 -4.184  0.079
H 3.146 1.746 0.925  0.084
H 3.777 0.233 0.294  0.059
H 4.750 1.644 0.007  0.094
H 4.483 0.848 -2.416  0.097
H 3.055 -0.281 -2.240  0.082
H 2.985 1.150 -3.210  0.036
H 1.121 5.412 0.887  0.089
H 0.060 4.135 0.471  0.080
H 1.177 3.972 1.823  0.058
H 4.118 4.027 -0.693  0.071
H 3.565 4.807 0.797  0.095
H 3.024 5.353 -0.880  0.085
C 2.889 1.120 -6.174  -0.057
C 1.597 0.339 -6.030  -0.158
O 1.117 0.647 -4.685  0.051
C 0.019 0.095 -4.240  -0.564
O -0.490 0.390 -3.180  0.081
O -0.433 -0.834 -5.033  0.034
C -1.575 -1.612 -4.680  0.025
H 3.381 0.892 -7.120  0.091
H 3.572 0.815 -5.382  0.079
H 2.678 2.188 -6.194  0.073
H 1.805 -0.725 -6.089  0.134
H 0.940 0.693 -6.822  0.134
H -1.561 -2.600 -5.120  0.112
H -2.433 -1.020 -5.014  0.105
H -1.679 -1.664 -3.596  0.087
C -1.800 -5.746 2.223  -0.051
C -0.489 -5.156 2.789  -0.192
O 0.401 -6.294 2.916  0.047
C 1.704 -6.113 2.763  -0.610
O 2.466 -7.030 2.788  0.147
O 2.023 -4.826 2.569  -0.024
C 3.397 -4.488 2.653  -0.040
H -2.361 -4.937 1.745  0.049
H -2.429 -6.154 3.008  0.076
H -1.501 -6.430 1.430  0.086
H -0.737 -4.978 3.839  0.121
H -0.192 -4.254 2.268  0.094
H 4.105 -5.225 2.265  0.096
H 3.785 -4.389 3.669  0.103
H 3.489 -3.583 2.060  0.075
C -6.077 0.374 -4.397  -0.057
C -5.507 -0.796 -3.637  -0.210
O -4.355 -0.385 -2.909  0.065
C -3.801 -1.055 -1.925  -0.560
O -2.727 -0.707 -1.509  0.074
O -4.488 -2.142 -1.652  0.051
C -3.835 -3.091 -0.788  0.007
H -7.023 0.204 -4.910  0.089
H -5.429 0.731 -5.199  0.081
H -6.287 1.169 -3.677  0.086
H -5.255 -1.571 -4.367  0.132
H -6.275 -1.253 -3.013  0.131
H -2.882 -2.704 -0.432  0.069
H -3.698 -4.081 -1.219  0.112
H -4.486 -3.264 0.071  0.103

Atoms 1-6, force components in eV/Å:
Zn 1.912 -0.153 1.310
Cl 0.192 0.255 -0.803
O 0.011 -0.396 -0.267
O -0.038 0.019 -0.058
O 0.394 0.045 1.247
O -0.814 0.509 -0.292

- Which formula does entry 4 have?
  C29H28Cl2N3OTc

- Number 6 is which compound?
  C28H65ClN7O15P2Zn